# 1
This record from OMol25 describes a structure of composition C27H43BaN4O2PS5. The level of theory is ωB97M-V/def2-TZVPD.

The geometry in ORCA input format:
```
! wB97M-V def2-TZVPD RIJCOSX def2/J DEFGRID3
* xyz 0 1
Ba -0.80 0.00 -1.01
C -3.34 2.84 -0.64
N -2.71 2.04 0.41
C -1.95 2.92 1.28
C -3.72 1.32 1.19
C -4.28 0.10 0.48
N -3.44 -1.09 0.60
C -3.49 -1.63 1.95
C -3.90 -2.12 -0.34
H -4.02 3.59 -0.21
H -3.88 2.22 -1.35
H -2.57 3.36 -1.21
H -2.58 3.70 1.74
H -1.16 3.42 0.71
H -1.48 2.35 2.09
H -4.55 2.00 1.46
H -3.26 1.01 2.13
H -4.40 0.31 -0.59
H -5.29 -0.12 0.87
H -4.53 -1.85 2.26
H -3.06 -0.94 2.68
H -2.92 -2.56 2.00
H -4.95 -2.40 -0.14
H -3.28 -3.01 -0.24
H -3.82 -1.75 -1.37
O 4.10 5.79 -0.44
C 3.69 5.26 -1.69
C 2.69 4.17 -1.46
C 1.84 3.76 -2.47
C 0.96 2.72 -2.23
N 0.90 2.10 -1.05
C 1.71 2.49 -0.06
C 2.61 3.52 -0.23
C 1.57 1.76 1.25
C 2.33 2.08 2.35
C 2.13 1.41 3.56
C 2.97 1.77 4.76
O 4.35 1.87 4.46
C 1.16 0.43 3.61
C 0.44 0.17 2.45
N 0.64 0.80 1.30
H 4.73 6.50 -0.60
H 4.55 4.83 -2.23
H 3.25 6.03 -2.34
H 1.85 4.24 -3.45
H 0.30 2.36 -3.00
H 3.26 3.85 0.57
H 3.10 2.85 2.31
H 2.78 1.05 5.57
H 2.67 2.75 5.13
H 4.66 1.02 4.15
H 0.96 -0.11 4.52
H -0.33 -0.60 2.45
S -2.31 -0.38 -8.81
C -2.03 -0.39 -7.19
S -3.19 0.04 -5.99
C -2.18 -0.10 -4.56
C -0.90 -0.46 -4.78
S 0.41 -0.70 -3.65
S -0.50 -0.73 -6.47
S -2.97 0.26 -3.03
C 1.37 -4.35 -2.56
C 0.86 -4.61 -1.14
P 0.56 -3.04 -0.22
C 2.28 -2.41 0.04
C 3.25 -3.24 0.88
C 0.04 -3.63 1.46
C 0.46 -5.02 1.94
H 1.38 -5.27 -3.13
H 2.38 -3.96 -2.55
H 0.74 -3.62 -3.08
H 1.55 -5.24 -0.58
H -0.10 -5.13 -1.17
H 2.18 -1.41 0.47
H 2.68 -2.26 -0.96
H 2.93 -3.29 1.92
H 4.25 -2.79 0.87
H 3.35 -4.26 0.51
H -1.05 -3.56 1.47
H 0.39 -2.87 2.17
H 0.07 -5.80 1.27
H 0.06 -5.22 2.93
H 1.54 -5.14 1.98
*
```

Computed properties:
- HOMO (eV) = -5.64
- molecular weight (g/mol) = 784.3
- energy above the lowest of the compared OMol25 structures with the same formula, charge and spin (eV) = 0.317
- DFT total energy (eV) = -102913.26616
- Kohn-Sham gap (eV) = 4.71

# 2
This record from OMol25 describes a cluster of 3 separate species, C4H12O3 in total. The level of theory is ωB97M-V/def2-TZVPD.

The geometry in ORCA input format:
```
! wB97M-V def2-TZVPD RIJCOSX def2/J DEFGRID3
* xyz 0 1
C 2.70 -1.63 2.20
C 2.62 -1.10 0.75
C 1.25 -0.63 0.25
C 0.29 -1.74 0.12
O -0.78 -1.77 0.69
H 2.99 -0.87 2.92
H 3.49 -2.38 2.32
H 1.73 -1.98 2.52
H 3.20 -1.77 0.12
H 3.27 -0.21 0.71
H 1.49 -0.11 -0.66
H 0.93 0.20 0.88
H 0.41 -2.69 -0.46
O -3.84 4.43 -2.20
H -4.37 3.94 -1.56
H -3.48 5.19 -1.71
O -4.40 1.05 -2.14
H -3.57 1.47 -1.89
H -3.95 0.60 -2.88
*
```

Computed properties:
- HOMO (eV) = -9.83
- structure (SMILES) = CCCC=O.O.O
- molecular weight (g/mol) = 108.1
- energy above the lowest of the compared OMol25 structures with the same formula, charge and spin (eV) = 1.201
- DFT total energy (eV) = -10483.93813
- Kohn-Sham gap (eV) = 10.48

# 3
This record from OMol25 describes a cluster of 7 separate species, C44H108F4N5O11P2S4 in total. The level of theory is ωB97M-V/def2-TZVPD.

The geometry in ORCA input format:
```
! wB97M-V def2-TZVPD RIJCOSX def2/J DEFGRID3
* xyz 2 2
C -4.23 4.01 6.86
C -3.88 3.47 5.46
C -3.50 4.50 4.42
O -4.69 5.00 3.96
C -4.50 5.71 2.70
N -2.80 2.34 5.75
H -2.25 2.11 4.93
H -2.09 2.56 6.44
H -3.26 1.50 6.09
H -3.33 4.27 7.41
H -4.64 3.21 7.48
H -5.02 4.76 6.83
H -4.74 2.89 5.11
H -3.04 4.03 3.55
H -2.81 5.27 4.77
H -4.30 5.16 1.79
H -3.64 6.36 2.86
H -5.46 6.22 2.56
C 4.10 6.29 2.84
C 5.00 5.10 3.28
C 4.34 3.73 3.26
O 5.34 2.70 3.69
C 4.79 1.37 3.67
N 6.28 5.08 2.37
H 6.74 5.96 2.54
H 6.95 4.47 2.81
H 6.11 4.90 1.39
H 3.09 6.10 3.19
H 3.92 6.31 1.77
H 4.43 7.24 3.26
H 5.49 5.24 4.24
H 4.09 3.38 2.26
H 3.43 3.74 3.85
H 3.86 1.38 4.25
H 5.61 0.76 4.05
H 4.52 1.19 2.63
C -0.58 -2.18 7.15
C -0.28 -1.48 5.75
C -0.91 -2.34 4.56
O -0.25 -3.52 4.35
C 1.11 -3.36 3.91
N -1.14 -0.20 5.86
H -1.19 0.29 4.98
H -2.11 -0.38 6.08
H -0.82 0.44 6.57
H -0.28 -1.51 7.95
H 0.01 -3.09 7.27
H -1.60 -2.54 7.29
H 0.72 -1.16 5.44
H -0.85 -1.81 3.61
H -1.90 -2.63 4.93
H 1.74 -3.46 4.80
H 1.30 -2.37 3.50
H 1.47 -4.08 3.18
C 3.68 -1.22 -0.44
C 4.52 -0.14 -1.10
C 3.80 0.74 -2.13
C 2.92 1.79 -1.46
P 2.10 2.81 -2.66
C 0.37 2.36 -3.20
C -0.67 2.07 -2.14
C -2.13 1.96 -2.63
C -3.17 1.55 -1.60
C 3.24 3.13 -4.10
C 2.62 4.12 -5.02
C 2.37 3.43 -6.30
C 3.66 3.41 -7.24
C 1.79 4.42 -1.77
C 1.43 4.31 -0.26
C 1.04 5.67 0.30
C -0.32 6.24 -0.27
H 2.83 -0.78 0.09
H 4.33 -1.87 0.14
H 3.28 -1.94 -1.16
H 5.34 -0.62 -1.64
H 4.99 0.46 -0.33
H 3.21 0.12 -2.81
H 4.50 1.24 -2.79
H 3.46 2.44 -0.77
H 2.12 1.50 -0.78
H 0.61 1.40 -3.67
H 0.08 3.05 -3.99
H -0.70 2.93 -1.47
H -0.36 1.20 -1.57
H -2.18 1.17 -3.37
H -2.42 2.89 -3.11
H -2.78 0.60 -1.23
H -4.06 1.27 -2.18
H -3.34 2.26 -0.80
H 3.52 2.12 -4.41
H 4.21 3.50 -3.77
H 3.32 4.94 -5.15
H 1.65 4.36 -4.60
H 1.67 4.00 -6.91
H 2.12 2.37 -6.37
H 4.27 2.53 -7.02
H 4.30 4.26 -7.00
H 3.40 3.37 -8.30
H 0.96 4.92 -2.28
H 2.67 5.02 -2.00
H 2.33 4.08 0.32
H 0.69 3.62 0.15
H 1.89 6.34 0.14
H 1.07 5.62 1.39
H -0.68 5.73 -1.16
H -0.24 7.29 -0.54
H -1.16 6.12 0.42
C -0.76 -2.81 0.68
C -0.56 -2.62 -0.77
C -0.61 -3.90 -1.60
C -0.87 -3.64 -3.10
P -1.76 -4.94 -4.08
C -0.55 -6.23 -3.90
C 0.88 -5.79 -4.34
C 1.92 -6.99 -4.61
C 1.53 -7.94 -5.83
C -3.46 -5.45 -3.57
C -3.65 -6.64 -2.57
C -5.26 -6.99 -2.46
C -5.52 -8.17 -1.41
C -1.90 -4.48 -5.83
C -2.23 -5.49 -6.90
C -2.74 -4.83 -8.26
C -3.07 -5.98 -9.27
H -0.07 -3.50 1.16
H -1.76 -3.19 0.92
H -0.75 -1.85 1.18
H 0.33 -2.02 -0.96
H -1.33 -1.99 -1.23
H -1.45 -4.49 -1.25
H 0.38 -4.35 -1.55
H -0.03 -3.48 -3.79
H -1.39 -2.72 -3.35
H -0.88 -7.01 -4.59
H -0.64 -6.59 -2.88
H 1.35 -5.20 -3.55
H 0.81 -5.28 -5.30
H 1.97 -7.63 -3.73
H 2.85 -6.44 -4.65
H 1.48 -7.45 -6.80
H 0.47 -8.19 -5.74
H 2.15 -8.83 -5.90
H -4.06 -5.59 -4.47
H -3.70 -4.50 -3.10
H -3.24 -6.39 -1.59
H -3.17 -7.54 -2.98
H -5.57 -7.33 -3.44
H -5.77 -6.04 -2.26
H -4.97 -9.05 -1.74
H -6.49 -8.43 -0.97
H -4.90 -8.13 -0.52
H -1.01 -3.93 -6.15
H -2.75 -3.81 -5.93
H -3.10 -6.05 -6.58
H -1.33 -6.11 -6.95
H -2.06 -4.11 -8.72
H -3.67 -4.30 -8.09
H -3.52 -5.44 -10.10
H -3.87 -6.69 -9.05
H -2.25 -6.49 -9.78
N -1.05 1.41 3.53
S 0.37 1.81 3.42
O 0.74 3.13 2.88
O 1.24 0.71 3.08
F 0.62 2.06 4.97
S -1.40 1.57 1.89
O -0.57 0.86 0.93
O -1.93 2.87 1.49
F -2.78 0.70 2.05
N -0.63 1.84 7.84
S -0.67 1.52 9.22
O -1.45 2.33 10.12
O 0.47 0.77 9.80
F -1.68 0.31 9.07
S 0.56 3.10 7.89
O 1.88 2.81 7.40
O 0.41 4.07 8.99
F -0.09 4.01 6.71
*
```

Computed properties:
- HOMO (alpha / beta) (eV) = -6.27 / -12.29
- molecular weight (g/mol) = 1149.6
- DFT total energy (eV) = -150116.92491
- Kohn-Sham gap (alpha / beta) (eV) = 2.01 / 7.88

# 4
This record from OMol25 describes an isolated molecule of C7H10. The level of theory is ωB97M-V/def2-TZVPD.

The geometry in ORCA input format:
```
! wB97M-V def2-TZVPD RIJCOSX def2/J DEFGRID3
* xyz 0 1
C -1.47 -3.39 0.55
C -0.43 -2.53 0.41
C -0.63 -1.09 0.49
C 0.23 -0.21 -0.04
C -0.07 1.26 -0.18
C 1.12 2.05 -0.66
C 1.44 3.28 -0.25
H -2.18 -3.14 1.33
H -1.60 -4.20 -0.15
H 0.29 -2.89 -0.32
H -1.51 -0.72 1.01
H 1.16 -0.60 -0.44
H -0.82 1.51 -0.93
H -0.49 1.59 0.77
H 1.60 1.65 -1.55
H 2.12 3.89 -0.82
H 1.23 3.54 0.79
*
```

Computed properties:
- HOMO (eV) = -8.40
- structure (SMILES) = C=C/C=C/CC=C
- molecular weight (g/mol) = 94.2
- energy above the lowest of the compared OMol25 structures with the same formula, charge and spin (eV) = 2.772
- DFT total energy (eV) = -7418.26245
- Kohn-Sham gap (eV) = 9.34

# 5
This record from OMol25 describes an isolated molecule of C5H12O. The level of theory is ωB97M-V/def2-TZVPD.

The geometry in ORCA input format:
```
! wB97M-V def2-TZVPD RIJCOSX def2/J DEFGRID3
* xyz 0 1
C 2.65 -0.42 -0.44
C 1.47 -0.95 0.37
C 0.34 0.06 0.37
O -0.85 -0.52 0.85
C -1.95 0.35 0.72
C -2.32 0.66 -0.73
H 3.48 -1.12 -0.45
H 3.01 0.53 -0.03
H 2.35 -0.24 -1.48
H 1.77 -1.18 1.40
H 1.09 -1.88 -0.06
H 0.59 0.95 0.96
H 0.19 0.40 -0.67
H -1.76 1.28 1.27
H -2.79 -0.15 1.22
H -3.12 1.40 -0.76
H -2.66 -0.25 -1.25
H -1.48 1.07 -1.30
*
```

Computed properties:
- HOMO (eV) = -9.73
- structure (SMILES) = CCCOCC
- molecular weight (g/mol) = 88.1
- energy above the lowest of the compared OMol25 structures with the same formula, charge and spin (eV) = 0.638
- DFT total energy (eV) = -7426.67380
- Kohn-Sham gap (eV) = 10.89